[1]
{"formula": "C2H5N3S", "method": "ωB97M-V with the def2-TZVPD basis set", "homo_lumo_gap_ev": 8.8, "homo_energy_ev": -9.134, "fmax_ev_per_a": 6.59, "smiles": "[H]/N=C\\NNC=S", "total_charge": 0, "elements": ["H", "N", "C", "N", "N", "C", "S", "H", "H", "H", "H"], "xyz": [[-2.8518, 0.8251, 0.0350], [-2.5612, 0.3467, -0.8870], [-1.2868, -0.1004, -0.7146], [-0.5221, -0.1549, 0.4984], [0.6676, -0.7018, 0.3050], [1.7684, 0.1533, 0.1994], [3.2555, -0.4375, 0.0103], [-0.5954, -0.6735, -1.4635], [-0.4182, 0.9741, 0.9916], [0.9063, -1.6159, 0.7913], [1.6377, 1.3847, 0.2341]], "forces_ev_per_angstrom": [[0.5, -1.0, -1.5], [5.0, -0.7, 2.0], [-3.0, 0.2, -0.7], [-3.1, 5.5, 1.7], [4.0, -0.3, 0.8], [0.0, 1.3, -0.2], [0.4, 0.1, 0.1], [-2.1, 1.1, 0.6], [-0.6, -4.5, -1.6], [-0.6, 1.6, -0.8], [-0.4, -3.4, -0.1]], "nbo_charge": [0.33, -0.65, 0.25, -0.46, -0.46, -0.15, -0.03, 0.18, 0.36, 0.41, 0.22]}

=====

[2]
{"formula": "C7H14N2", "method": "ωB97M-V with the def2-TZVPD basis set", "homo_lumo_gap_ev": [7.1, 7.1], "homo_energy_ev": [-6.908, -6.907], "fmax_ev_per_a": 0.97, "total_charge": 0, "elements": ["C", "C", "C", "C", "C", "C", "C", "N", "N", "H", "H", "H", "H", "H", "H", "H", "H", "H", "H", "H", "H", "H", "H"], "xyz": [[-0.6695, -1.3423, -0.1172], [0.0470, -0.7268, -1.2583], [-0.1792, -2.4733, 0.6937], [0.4678, -1.5344, 1.7054], [-1.3602, 1.3642, -1.5196], [0.6890, 1.3510, 0.0129], [-0.1854, 0.7073, -0.8629], [1.6567, 0.6496, 0.6130], [0.4534, 2.6815, 0.4064], [-1.6808, -1.0109, 0.0901], [2.1196, 1.1821, 1.3451], [1.0337, -0.4790, 1.2089], [-0.0608, 3.2463, -0.2504], [1.2869, 3.1618, 0.7132], [1.0981, -1.0150, -1.2729], [-0.4216, -0.9750, -2.2192], [0.5624, -3.0704, 0.1611], [-0.9646, -3.1159, 1.0932], [-0.2071, -1.2563, 2.5097], [1.4197, -1.9232, 2.0743], [-1.3360, 1.2531, -2.6110], [-2.3018, 0.8966, -1.1994], [-1.4671, 2.4290, -1.3161]], "forces_ev_per_angstrom": [[0.0, -0.4, -0.5], [-0.5, 0.0, 0.5], [0.0, 0.5, 0.0], [0.6, 0.5, 0.0], [-0.2, -0.1, 0.1], [0.2, -0.4, 0.7], [0.4, 0.1, -0.2], [0.1, 0.5, -0.5], [0.0, 0.0, -0.1], [0.0, 0.2, -0.2], [0.0, 0.1, -0.1], [-0.7, -0.6, 0.1], [0.0, 0.0, 0.0], [0.0, -0.1, 0.0], [0.0, 0.0, 0.0], [0.1, 0.1, 0.0], [0.0, 0.0, 0.0], [0.0, 0.1, 0.0], [0.0, 0.0, 0.0], [-0.1, -0.1, 0.2], [0.1, -0.1, 0.0], [0.0, 0.0, 0.0], [0.0, 0.0, 0.1]], "nbo_charge": [0.12, -0.50, -0.49, -0.67, -0.63, 0.39, -0.14, -0.83, -0.83, 0.20, 0.34, 0.33, 0.37, 0.37, 0.25, 0.22, 0.21, 0.21, 0.21, 0.22, 0.21, 0.21, 0.20]}

=====

[3]
{"formula": "C24H29N3O5S", "method": "ωB97M-V with the def2-TZVPD basis set", "homo_lumo_gap_ev": 9.1, "homo_energy_ev": -8.556, "fmax_ev_per_a": 1.42, "smiles": "COc1cccc(CNC(=O)CN(c2ccc(C(C)C)cc2)S(=O)(=O)c2c(C)noc2C)c1", "total_charge": 0, "elements": ["C", "O", "C", "C", "C", "C", "C", "C", "N", "C", "O", "C", "N", "C", "C", "C", "C", "C", "C", "C", "C", "C", "S", "O", "O", "C", "C", "C", "N", "O", "C", "C", "C", "H", "H", "H", "H", "H", "H", "H", "H", "H", "H", "H", "H", "H", "H", "H", "H", "H", "H", "H", "H", "H", "H", "H", "H", "H", "H", "H", "H", "H"], "xyz": [[3.0425, 1.1876, 3.2658], [2.2769, 0.0308, 3.0365], [2.4960, -0.6783, 1.8915], [3.3786, -0.3073, 0.8844], [3.4991, -1.1002, -0.2450], [2.7601, -2.2582, -0.3823], [1.8906, -2.6456, 0.6303], [1.0300, -3.8730, 0.4662], [-0.2906, -3.4747, 0.0128], [-0.5856, -3.3732, -1.2948], [0.1018, -3.8147, -2.1915], [-1.9066, -2.6404, -1.5671], [-2.0019, -1.4172, -0.7983], [-1.0005, -0.4360, -0.8994], [-0.4896, 0.1738, 0.2397], [0.4050, 1.2214, 0.1267], [0.8414, 1.6714, -1.1106], [1.7965, 2.8342, -1.2148], [3.0612, 2.4518, -1.9847], [1.1043, 4.0326, -1.8695], [0.3582, 1.0249, -2.2423], [-0.5534, -0.0072, -2.1466], [-2.9307, -1.4850, 0.5882], [-4.0935, -2.2492, 0.2521], [-2.1695, -1.9318, 1.7268], [-3.3976, 0.2019, 0.7775], [-3.2381, 1.1245, 1.8518], [-2.5585, 0.8967, 3.1474], [-3.7920, 2.2616, 1.5290], [-4.3161, 2.1360, 0.2821], [-4.0904, 0.9044, -0.1757], [-4.5595, 0.4994, -1.5164], [1.7563, -1.8521, 1.7555], [2.7235, 1.5662, 4.2359], [2.8616, 1.9527, 2.5029], [4.1131, 0.9618, 3.3012], [3.9708, 0.5907, 0.9650], [4.1854, -0.8074, -1.0261], [2.8496, -2.8630, -1.2708], [0.9239, -4.4098, 1.4113], [1.4484, -4.5354, -0.2945], [-0.8793, -3.0190, 0.6996], [-2.7537, -3.2616, -1.2679], [-1.9814, -2.4383, -2.6386], [-0.7714, -0.1862, 1.2141], [0.7714, 1.6918, 1.0274], [2.0890, 3.1242, -0.1991], [2.8309, 2.2279, -3.0228], [3.5213, 1.5740, -1.5388], [3.7758, 3.2719, -1.9632], [1.7783, 4.8858, -1.9015], [0.2168, 4.3125, -1.3063], [0.8039, 3.7931, -2.8864], [0.6860, 1.3363, -3.2224], [-0.9176, -0.4827, -3.0433], [-1.5529, 1.3143, 3.1124], [-3.1031, 1.3965, 3.9439], [-2.4879, -0.1697, 3.3440], [-3.7505, 0.6055, -2.2391], [-4.8611, -0.5451, -1.4844], [-5.3906, 1.1282, -1.8249], [1.0751, -2.1241, 2.5474]], "forces_ev_per_angstrom": [[0.1, 0.2, 0.0], [-0.2, -0.2, -0.1], [0.0, -0.2, -0.1], [0.0, 0.2, 0.3], [0.0, -0.1, -0.1], [0.1, 0.0, -0.1], [0.1, 0.0, 0.1], [0.0, 0.0, -0.1], [0.0, -0.2, 0.4], [-0.4, 0.1, 0.0], [0.2, -0.1, -0.3], [0.1, -0.4, -0.2], [-0.9, -0.1, 0.7], [0.5, 0.6, 0.2], [0.2, 0.0, -0.1], [0.0, 0.0, -0.2], [0.0, 0.0, 0.2], [0.0, 0.1, -0.2], [-0.1, 0.1, 0.2], [0.1, -0.1, 0.2], [0.0, 0.0, 0.1], [-0.2, -0.2, 0.1], [-0.5, 0.6, -0.4], [-0.1, -0.1, -0.1], [0.1, 0.3, 0.1], [-0.2, -0.1, -0.4], [-0.2, 0.0, -0.5], [0.0, 0.1, 0.2], [0.5, 0.2, 1.3], [-0.2, -0.6, -1.0], [0.3, -0.5, 0.3], [-0.1, 0.2, 0.0], [0.2, 0.1, 0.0], [0.1, 0.0, -0.1], [0.0, 0.0, 0.0], [0.0, 0.0, 0.0], [0.0, 0.1, 0.0], [0.1, 0.0, -0.1], [0.0, -0.1, -0.1], [0.1, 0.0, -0.1], [0.0, 0.0, 0.2], [0.1, -0.1, -0.1], [0.1, -0.1, -0.2], [0.0, 0.0, 0.2], [0.1, 0.0, 0.1], [0.1, 0.1, 0.1], [0.0, -0.1, 0.0], [0.0, 0.0, -0.2], [0.1, -0.1, 0.0], [0.1, 0.1, -0.1], [0.0, 0.1, 0.0], [-0.1, 0.1, 0.0], [0.0, 0.0, -0.1], [0.0, 0.0, -0.1], [-0.1, -0.1, -0.1], [0.1, 0.0, 0.0], [0.0, 0.0, 0.1], [0.0, 0.0, 0.1], [0.1, 0.0, -0.1], [-0.1, 0.0, -0.1], [-0.1, 0.0, -0.1], [-0.1, -0.1, 0.2]], "nbo_charge": [-0.25, -0.50, 0.30, -0.28, -0.20, -0.24, 0.00, -0.25, -0.62, 0.66, -0.62, -0.32, -0.70, 0.21, -0.27, -0.21, 0.08, -0.26, -0.60, -0.60, -0.23, -0.25, 2.35, -0.93, -0.95, -0.52, 0.21, -0.66, -0.13, -0.26, 0.42, -0.68, -0.26, 0.20, 0.17, 0.18, 0.21, 0.21, 0.23, 0.21, 0.24, 0.42, 0.26, 0.23, 0.23, 0.21, 0.20, 0.20, 0.21, 0.21, 0.21, 0.21, 0.20, 0.21, 0.22, 0.24, 0.24, 0.25, 0.25, 0.26, 0.24, 0.22]}

=====

[4]
{"formula": "CH4OP2", "method": "ωB97M-V with the def2-TZVPD basis set", "homo_lumo_gap_ev": 8.2, "homo_energy_ev": -8.812, "fmax_ev_per_a": 4.78, "total_charge": 0, "elements": ["C", "O", "P", "P", "H", "H", "H", "H"], "xyz": [[0.0867, 0.5925, -0.0768], [-0.3294, 0.5494, -2.7222], [-0.1104, -0.3775, -1.6446], [-0.7167, -2.3544, -1.6871], [0.6753, 0.2098, 0.7218], [-1.0134, 0.8432, 0.2702], [0.3911, 1.4373, -0.5115], [-0.2727, -2.5870, -0.4820]], "forces_ev_per_angstrom": [[-3.9, -2.6, 0.5], [0.0, 1.5, -2.0], [-1.0, -2.5, 2.7], [-0.4, 1.4, -3.0], [0.4, -0.3, 0.4], [2.1, -0.8, -0.5], [1.8, 3.6, -1.1], [1.1, -0.3, 2.9]], "nbo_charge": [-0.97, -1.03, 1.46, -0.17, 0.25, 0.26, 0.24, -0.04]}

=====

[5]
{"formula": "C33H26Cl2N7O4PPbS5", "method": "ωB97M-V with the def2-TZVPD basis set", "homo_lumo_gap_ev": [4.3, 4.4], "homo_energy_ev": [-2.946, -2.947], "fmax_ev_per_a": 4.09, "total_charge": -2, "elements": ["Pb", "Cl", "C", "C", "C", "N", "C", "O", "C", "C", "C", "C", "C", "N", "C", "C", "C", "Cl", "N", "C", "O", "C", "C", "C", "C", "C", "N", "H", "H", "H", "H", "H", "H", "H", "H", "H", "H", "S", "C", "C", "C", "C", "N", "C", "C", "C", "S", "C", "N", "H", "H", "S", "C", "N", "C", "C", "C", "O", "P", "S", "S", "O", "C", "C", "C", "H", "H", "H", "H", "H", "H", "H", "H", "H", "H", "H", "H", "H", "H"], "xyz": [[7.1691, -17.1612, -12.8148], [8.5078, -13.7830, -6.3469], [8.7729, -14.4555, -7.8976], [7.7706, -15.2291, -8.5299], [7.9374, -15.8517, -9.8012], [7.0368, -16.6996, -10.2885], [5.8311, -17.0062, -9.7066], [5.2812, -16.3938, -8.7774], [5.0777, -18.1170, -10.2859], [3.8607, -18.4336, -9.6270], [3.2039, -19.5658, -10.1003], [3.8705, -20.4251, -10.9770], [5.0435, -19.9964, -11.5531], [5.6693, -18.8709, -11.1868], [9.1379, -15.5176, -10.5169], [10.1268, -14.7201, -9.8988], [10.0170, -14.2911, -8.5846], [11.4315, -13.7787, -7.7613], [9.3487, -16.1965, -11.6567], [10.4573, -16.1420, -12.3907], [11.4067, -15.3536, -12.2332], [10.6702, -17.1994, -13.4493], [11.5170, -16.8088, -14.5590], [11.5057, -17.5382, -15.7144], [10.7297, -18.6838, -15.7643], [9.9875, -19.0469, -14.5824], [10.0175, -18.2939, -13.4878], [6.8097, -15.4074, -8.0849], [3.6439, -17.7876, -8.7275], [2.1851, -19.8088, -9.7294], [3.3426, -21.3572, -11.2380], [5.4681, -20.5496, -12.4172], [11.0460, -14.5095, -10.4421], [12.0415, -15.8804, -14.4327], [12.1445, -17.1916, -16.5318], [10.7016, -19.3013, -16.6351], [9.2786, -19.8553, -14.6408], [5.6212, -14.8372, -12.8875], [3.9759, -15.3655, -13.0879], [2.9569, -14.4854, -12.6624], [1.6610, -14.4951, -13.1922], [0.7768, -13.4601, -12.7361], [0.0779, -12.5844, -12.3561], [1.2733, -15.4503, -14.1547], [2.2149, -16.4424, -14.4859], [3.4856, -16.5116, -13.8926], [4.5321, -17.7833, -14.2409], [0.0418, -15.2195, -14.9017], [-0.8502, -14.9057, -15.5995], [3.1064, -13.8491, -11.8061], [2.0035, -17.1953, -15.2406], [10.1586, -13.5350, -15.7134], [9.2027, -14.6500, -15.0149], [8.5222, -15.5413, -14.6781], [8.0137, -19.0961, -18.3985], [7.2183, -20.4089, -18.1883], [5.9581, -20.4275, -19.0210], [6.9061, -20.3633, -16.7903], [6.4058, -21.7395, -16.0355], [4.4717, -21.4986, -15.7943], [7.4843, -22.0079, -14.4266], [6.7535, -22.8728, -17.1285], [6.6408, -24.3225, -16.8050], [5.5784, -24.8388, -17.7071], [8.0404, -24.8992, -16.9119], [8.3596, -18.9468, -19.4372], [8.9000, -19.0941, -17.7366], [7.4435, -18.2658, -18.0649], [7.8349, -21.3128, -18.4629], [5.7073, -19.3688, -19.1545], [5.1482, -20.9232, -18.5345], [6.2296, -20.6510, -20.0883], [6.3329, -24.4814, -15.7393], [5.8399, -24.8387, -18.7480], [4.6950, -24.2100, -17.6130], [5.3083, -25.8629, -17.3655], [8.3159, -25.0382, -17.9790], [8.1597, -25.8648, -16.4308], [8.7908, -24.2118, -16.5320]], "forces_ev_per_angstrom": [[1.0, -0.1, -0.3], [0.0, 0.1, 0.3], [-0.9, -1.6, -1.8], [1.2, 1.1, 0.9], [-0.5, 1.0, 1.6], [-0.3, -0.7, -0.9], [0.3, 2.4, 0.9], [0.6, -0.3, -0.4], [-0.8, -1.2, 1.5], [0.7, 0.4, -0.2], [-0.4, 0.1, 1.2], [-1.6, 0.1, 0.0], [0.7, -0.6, -1.2], [-0.6, -0.3, -0.9], [0.8, -1.0, -1.2], [0.6, 0.8, 1.3], [-0.8, -0.8, -1.0], [0.2, 0.5, 0.2], [-2.2, 0.0, 0.7], [3.4, 0.4, -0.2], [-0.9, -0.4, -0.2], [2.2, 2.5, -2.4], [-1.1, 0.2, 2.0], [0.7, 0.0, 0.0], [-0.9, -0.5, 2.2], [1.3, 0.9, -2.5], [-2.5, -1.9, 0.6], [0.1, 0.3, 0.5], [-0.4, -0.8, -1.5], [0.9, 0.0, -0.2], [0.7, 0.5, -0.2], [0.0, 0.2, 0.8], [-0.3, -0.3, 0.2], [0.2, 0.2, -0.2], [-0.4, -0.3, 0.0], [-0.2, -0.3, -0.3], [0.0, -0.5, 0.3], [-1.3, -0.7, 0.2], [-0.1, 0.0, -0.8], [-1.2, -0.3, 0.3], [1.0, 0.1, 0.7], [-2.3, 2.6, 1.1], [2.2, -2.8, -1.2], [0.5, -0.5, -0.9], [-1.4, 0.4, 0.0], [1.6, 1.1, 0.6], [-0.5, -0.3, -0.3], [-1.1, 0.5, -1.6], [2.0, -1.0, 1.9], [0.5, 0.5, -0.2], [-0.2, 0.1, 0.2], [0.4, 0.6, 0.0], [-0.4, -0.7, -0.5], [-0.3, 0.0, 0.8], [1.2, -1.4, -0.1], [1.1, 0.4, -0.3], [1.1, 1.8, -1.6], [0.4, -1.5, -0.3], [-0.5, 1.0, 0.5], [-0.4, -0.4, 0.0], [0.4, -0.1, 0.4], [0.2, -1.1, 0.0], [0.5, 1.5, 1.2], [-0.9, -1.1, 0.5], [0.4, 0.0, -1.5], [-0.3, -0.1, 0.3], [-0.3, -0.2, -0.4], [-0.8, 0.8, 0.1], [-0.4, 0.9, 0.6], [-0.6, 0.0, 0.4], [-0.5, -0.7, -0.2], [-0.5, -0.7, 0.9], [0.0, 0.7, -0.8], [0.4, -0.1, -0.6], [-0.1, 0.0, 0.2], [0.1, 0.4, -0.5], [-0.2, 0.0, 0.4], [-0.2, -0.1, 0.2], [-0.2, 0.1, 0.4]], "lowdin_charge": [1.14, 0.67, -0.68, -0.01, -0.21, 0.03, -0.43, 0.02, -0.25, 0.01, -0.07, -0.06, -0.14, 0.03, -0.18, -0.02, -0.69, 0.67, 0.07, -0.45, 0.03, -0.26, -0.03, -0.08, -0.04, -0.10, 0.06, 0.08, 0.13, 0.11, 0.12, 0.10, 0.10, 0.09, 0.11, 0.08, 0.03, 0.57, -0.67, -0.08, -0.20, -0.17, 0.14, -0.19, -0.06, -0.70, 0.69, -0.17, 0.14, 0.11, 0.11, 0.40, -1.03, -0.03, -0.04, -0.49, -0.07, -0.35, -0.27, 0.11, 0.16, -0.38, -0.47, -0.07, -0.06, 0.08, 0.05, 0.07, 0.14, 0.07, 0.03, 0.09, 0.12, 0.07, 0.07, 0.09, 0.08, 0.07, 0.07]}

=====

[6]
{"formula": "C3H10NO", "method": "ωB97M-V with the def2-TZVPD basis set", "homo_lumo_gap_ev": 6.9, "homo_energy_ev": -2.466, "fmax_ev_per_a": 1.15, "total_charge": -1, "elements": ["C", "O", "H", "H", "H", "C", "N", "C", "H", "H", "H", "H", "H", "H", "H"], "xyz": [[0.5714, -2.4564, -0.5132], [1.1861, -1.2513, -0.7006], [-0.3065, -2.4094, 0.1668], [1.2407, -3.2024, -0.0316], [0.1863, -2.8873, -1.4547], [0.4914, 1.3077, 1.1701], [-0.5157, 0.5583, 0.4695], [-1.1560, 1.3339, -0.6010], [0.4108, 1.1973, 2.2580], [0.4303, 2.3754, 0.9547], [1.5124, 1.0206, 0.9152], [-0.0385, -0.2363, -0.0316], [-1.6106, 2.2556, -0.1980], [-0.4489, 1.6518, -1.3732], [-1.9533, 0.7427, -1.0305]], "forces_ev_per_angstrom": [[0.4, 0.6, 0.1], [-0.3, 0.1, 0.0], [-0.3, 0.0, 0.1], [0.0, -0.3, -0.1], [-0.1, -0.4, -0.2], [0.4, 0.2, 0.3], [-0.8, -0.1, -0.9], [0.3, 0.2, 1.0], [-0.1, 0.0, 0.0], [-0.2, 0.3, 0.0], [0.1, -0.3, -0.2], [0.4, 0.2, 0.4], [0.0, -0.2, 0.0], [0.1, -0.1, -0.3], [-0.1, -0.2, -0.3]], "nbo_charge": [-0.21, -0.98, 0.09, 0.09, 0.09, -0.41, -0.69, -0.40, 0.16, 0.15, 0.20, 0.44, 0.15, 0.15, 0.18]}

=====

So what do the calculations give for ΔE to the lowest compared entry with this formula, charge and spin? Going down the list: 94.1 93.6 67.4 8.5 44.9 23.5 kcal/mol.